[1]
Density functional theory data (the ωB97M-V functional and the def2-TZVPD basis) for a cluster of 2 separate species, C4H8N2O in total.

Cartesian coordinates (Å):
N -1.43 1.92 -0.99
C -0.44 2.46 -0.53
O 0.47 3.06 -0.10
C -0.13 0.14 1.21
N -0.38 -0.63 0.00
C 0.27 -1.94 -0.05
C 0.74 -0.83 -0.92
H -0.73 1.06 1.17
H -1.56 0.91 -0.91
H 0.93 0.41 1.35
H -0.49 -0.41 2.08
H 0.90 -2.21 0.80
H -0.33 -2.75 -0.46
H 1.70 -0.37 -0.67
H 0.50 -0.83 -1.98

Properties
DFT total energy = -9304.0294 eV
ΔE to the lowest compared entry with this formula, charge and spin = 54.5 kcal/mol
HOMO energy = -9.8 eV
SMILES = CN1CC1.N=C=O
Spin multiplicity = 1
Frontier orbital gap = 10.74 eV
E_LUMO = 1.0 eV

Listed below, in e, are the natural (NBO) charges computed for each atom: -0.7862 0.8521 -0.5229 -0.4244 -0.4403 -0.2515 -0.2604 0.2020 0.4410 0.1849 0.2046 0.1923 0.2055 0.1964 0.2068


[2]
Density functional theory data (the ωB97M-V functional and the def2-TZVPD basis) for a structure of composition C5H11O3SSi at a distorted geometry.

Cartesian coordinates (Å):
C -0.01 2.45 -1.91
C 0.31 1.65 -0.88
C -1.29 -2.11 0.03
C -0.85 0.59 1.93
C 0.00 0.26 -0.80
O 3.17 0.36 -0.17
O 1.57 -1.21 0.89
O 2.50 -1.70 -1.35
Si -0.12 -0.90 0.95
S 2.13 -0.62 -0.45
H 0.19 3.51 -1.91
H -0.51 2.06 -2.79
H 0.79 2.09 -0.02
H -0.71 -2.77 -0.61
H -1.84 -2.73 0.73
H -2.02 -1.60 -0.59
H -1.59 0.21 2.63
H -0.09 1.10 2.51
H -1.34 1.32 1.30
H -0.27 -0.19 -1.75
H -0.02 -1.78 2.23

Properties
DFT total energy = -30218.6731 eV
ΔE to the lowest compared entry with this formula, charge and spin = 28.6 kcal/mol
HOMO energy = -4.0 eV
Spin multiplicity = 1
Frontier orbital gap = 7.53 eV
Net charge = -1
E_LUMO = 3.5 eV

Listed below, in e, are the natural (NBO) charges computed for each atom: -0.4317 -0.2416 -1.0977 -1.1021 -0.6039 -0.9668 -1.0151 -0.9690 1.5398 2.1750 0.1833 0.1757 0.2052 0.2304 0.2140 0.2042 0.2177 0.2246 0.2046 0.1891 -0.3356


[3]
Density functional theory data (the ωB97M-V functional and the def2-TZVPD basis) for the molecule C20H22BrN5O3 at a distorted geometry.

Cartesian coordinates (Å):
C -0.99 -3.94 -0.12
C -1.16 -3.56 1.34
O -1.94 -2.38 1.51
C -1.48 -1.19 1.06
C -0.14 -0.92 0.81
C 0.31 0.35 0.44
C -0.62 1.38 0.31
C -1.95 1.11 0.53
C -2.43 -0.15 0.89
O -3.77 -0.24 1.11
C -4.47 -1.42 0.74
C -4.39 -1.70 -0.77
O -3.84 -2.70 -1.18
N -4.94 -0.78 -1.59
C -5.69 0.38 -1.18
H -6.76 0.22 -1.37
H -5.36 1.24 -1.77
H -5.54 0.62 -0.14
C -4.89 -1.00 -3.01
H -5.90 -1.08 -3.41
H -4.35 -1.93 -3.20
H -4.38 -0.17 -3.51
H -4.06 -2.30 1.26
H -5.50 -1.26 1.06
Br -3.22 2.50 0.35
H -0.29 2.37 0.03
C 1.72 0.56 0.20
N 2.14 1.72 -0.12
N 3.43 1.98 -0.35
C 4.51 1.15 -0.29
N 4.52 -0.12 0.00
C 5.84 -0.51 -0.08
C 6.42 -1.75 0.13
C 7.79 -1.85 -0.01
C 8.57 -0.76 -0.36
C 8.01 0.49 -0.58
C 6.64 0.60 -0.43
N 5.77 1.65 -0.56
H 6.00 2.60 -0.81
H 8.62 1.34 -0.85
H 9.64 -0.88 -0.46
H 8.27 -2.81 0.15
H 5.81 -2.60 0.40
H 3.60 2.95 -0.59
H 2.38 -0.29 0.32
H 0.59 -1.70 0.93
H -1.75 -4.32 1.86
H -0.20 -3.45 1.86
H -1.95 -3.90 -0.62
H -0.31 -3.25 -0.63
H -0.58 -4.95 -0.19

Properties
DFT total energy = -104731.7369 eV
HOMO energy = -7.6 eV
SMILES = CCOc1cc(/C=N/Nc2nc3ccccc3[nH]2)cc(Br)c1OCC(=O)N(C)C
Spin multiplicity = 1
Frontier orbital gap = 8.18 eV
E_LUMO = 0.6 eV

Listed below, in e, are the natural (NBO) charges computed for each atom: -0.6568 -0.0593 -0.5187 0.3348 -0.2766 -0.0765 -0.2239 -0.0960 0.1947 -0.4964 -0.1574 0.6491 -0.6416 -0.4194 -0.4124 0.1865 0.2063 0.2328 -0.4189 0.1914 0.2478 0.1960 0.2312 0.2004 0.0575 0.2432 0.0282 -0.2349 -0.4073 0.5283 -0.5250 0.0820 -0.2012 -0.2291 -0.2185 -0.2680 0.1668 -0.5773 0.4134 0.2120 0.2128 0.2124 0.2200 0.3881 0.2188 0.2204 0.1956 0.1679 0.2559 0.2082 0.2128


[4]
Density functional theory data (the ωB97M-V functional and the def2-TZVPD basis) for a structure of composition C19H15BrCl5HfN4O3.

Cartesian coordinates (Å):
Hf -0.60 0.71 -0.21
Br -3.45 2.24 1.23
C -2.98 2.94 -0.44
C -3.74 3.93 -1.05
C -3.33 4.40 -2.29
C -2.19 3.87 -2.88
C -1.49 2.90 -2.20
N -1.89 2.44 -1.00
C -0.24 2.26 -2.73
O 0.17 2.44 -3.84
O 0.32 1.44 -1.83
H -4.61 4.32 -0.56
H -3.90 5.17 -2.79
H -1.83 4.19 -3.85
Cl 0.50 4.07 0.84
C 0.43 2.87 2.09
C 0.00 1.60 1.75
C -0.04 0.66 2.77
Cl -0.65 -0.93 2.31
C 0.33 0.92 4.08
Cl 0.27 -0.31 5.28
C 0.76 2.21 4.39
Cl 1.22 2.59 5.99
C 0.81 3.20 3.39
Cl 1.34 4.78 3.78
N -3.40 -1.07 -0.89
C -2.44 -0.46 -0.66
C -0.21 -2.34 -2.47
N 0.55 -2.85 -1.34
C 0.78 -4.30 -1.27
C 2.22 -4.56 -0.88
C 2.49 -3.88 0.45
N 2.00 -2.50 0.45
C 2.54 -1.65 1.50
C 1.12 -2.04 -0.44
O 0.79 -0.80 -0.42
H 0.19 -2.78 -3.38
H -0.10 -1.26 -2.55
H -1.27 -2.59 -2.38
H 0.55 -4.71 -2.25
H 0.09 -4.74 -0.56
H 2.89 -4.16 -1.64
H 2.41 -5.62 -0.79
H 3.55 -3.85 0.67
H 2.00 -4.41 1.27
H 3.63 -1.61 1.41
H 2.28 -2.06 2.48
H 2.15 -0.64 1.42

Properties
DFT total energy = -166009.4816 eV
ΔE to the lowest compared entry with this formula, charge and spin = 0.0 kcal/mol
HOMO energy = -12.0 eV
Spin multiplicity = 1
Frontier orbital gap = 8.13 eV
Net charge = +1
E_LUMO = -3.8 eV

Listed below, in e, are the natural (NBO) charges computed for each atom: 2.2989 0.2088 0.1786 -0.2462 -0.0992 -0.1896 0.1200 -0.6004 0.7619 -0.5024 -0.8481 0.2589 0.2480 0.2680 0.0531 0.0778 -0.6683 -0.0162 0.0795 -0.1012 0.0861 -0.0578 0.1065 -0.1284 0.0953 -0.2977 -0.3387 -0.4038 -0.3918 -0.2118 -0.4258 -0.2081 -0.3893 -0.4052 0.8338 -0.8195 0.2181 0.2257 0.2301 0.2298 0.2107 0.2220 0.2456 0.2238 0.2069 0.2167 0.2147 0.2302


[5]
Density functional theory data (the ωB97M-V functional and the def2-TZVPD basis) for a structure of composition C36H90F8K2N4O40P6S8 at a distorted geometry.

Cartesian coordinates (Å):
K 0.15 -3.51 -0.86
K 3.16 -2.00 1.83
N 2.75 -3.83 3.86
S 1.75 -5.14 3.24
O 0.36 -5.06 3.63
O 2.30 -6.43 2.96
F 1.62 -4.48 1.76
S 3.67 -4.80 4.62
O 4.71 -5.32 3.77
O 3.17 -5.70 5.61
F 4.45 -3.68 5.47
N 3.93 -0.06 3.43
S 3.72 1.59 3.14
O 3.63 1.99 1.76
O 4.24 2.52 4.11
F 2.17 1.60 3.52
S 5.49 -0.01 3.35
O 6.26 0.34 4.52
O 6.02 0.48 2.11
F 5.77 -1.62 3.27
N 0.80 -1.29 0.53
S 0.61 0.01 -0.51
O 0.45 1.30 0.07
O -0.06 -0.41 -1.71
F 2.14 0.03 -0.97
S -0.23 -0.89 1.60
O -1.65 -1.06 1.36
O 0.18 -0.02 2.64
F -0.07 -2.34 2.35
N 4.93 -3.06 -0.26
S 4.18 -3.89 -1.57
O 4.88 -4.35 -2.74
O 2.80 -3.47 -1.73
F 4.10 -5.25 -0.72
S 5.46 -2.03 -1.27
O 4.53 -1.16 -1.94
O 6.69 -2.36 -1.97
F 6.08 -1.04 -0.20
C -1.87 9.82 -1.41
C -2.67 8.71 -0.75
O -1.86 7.61 -0.29
P -1.09 6.67 -1.33
O -1.91 6.19 -2.45
O 0.24 7.47 -1.76
C 1.02 6.95 -2.82
C 1.13 8.04 -3.90
O -0.42 5.59 -0.37
C 0.57 5.95 0.59
C 1.71 4.96 0.60
H -1.13 10.27 -0.75
H -1.36 9.43 -2.30
H -2.52 10.65 -1.68
H -3.25 9.02 0.12
H -3.36 8.27 -1.47
H 2.07 6.83 -2.54
H 0.67 6.01 -3.26
H 1.82 7.74 -4.69
H 0.15 8.34 -4.30
H 1.48 8.98 -3.48
H 0.93 6.98 0.48
H 0.12 6.12 1.57
H 2.14 4.85 -0.40
H 2.51 5.18 1.31
H 1.27 3.97 0.75
C -2.83 -0.77 -3.97
C -3.00 -2.28 -4.03
O -2.54 -2.80 -2.74
P -3.57 -3.28 -1.59
O -2.90 -3.88 -0.44
O -4.55 -4.21 -2.42
C -4.38 -5.63 -2.47
C -3.22 -6.10 -3.32
O -4.41 -1.96 -1.27
C -4.70 -1.68 0.11
C -5.25 -0.28 0.35
H -3.17 -0.33 -4.91
H -3.46 -0.21 -3.28
H -1.78 -0.51 -3.89
H -4.01 -2.60 -4.27
H -2.27 -2.63 -4.75
H -4.24 -6.00 -1.45
H -5.27 -6.12 -2.85
H -2.28 -5.58 -3.11
H -3.02 -7.14 -3.05
H -3.41 -6.07 -4.39
H -5.44 -2.42 0.43
H -3.95 -1.90 0.87
H -5.78 -0.02 -0.58
H -6.05 -0.36 1.07
H -4.41 0.40 0.53
C 0.50 3.17 6.74
C -0.90 3.76 6.80
O -1.85 2.86 6.21
P -2.34 3.12 4.69
O -2.97 4.45 4.54
O -1.03 2.90 3.78
C -1.08 3.38 2.43
C -2.11 2.72 1.53
O -3.31 1.91 4.37
C -2.90 0.53 4.45
C -4.10 -0.35 4.10
H 0.47 2.08 6.85
H 0.98 3.37 5.79
H 1.02 3.51 7.64
H -1.15 4.00 7.83
H -1.00 4.69 6.22
H -1.26 4.45 2.46
H -0.09 3.11 2.05
H -2.19 3.21 0.56
H -1.88 1.67 1.30
H -3.09 2.74 2.01
H -2.11 0.36 3.72
H -2.61 0.38 5.49
H -3.97 -1.38 4.43
H -4.99 -0.03 4.65
H -4.26 -0.33 3.03
C -0.54 2.80 -2.25
C 0.30 2.27 -3.39
O 0.81 3.45 -4.06
P 2.01 3.35 -5.07
O 1.59 2.65 -6.31
O 2.41 4.88 -5.30
C 3.49 5.12 -6.21
C 3.08 4.98 -7.69
O 3.21 2.65 -4.29
C 3.98 3.33 -3.27
C 3.70 2.71 -1.92
H 0.17 3.21 -1.54
H -1.17 3.62 -2.59
H -1.19 2.04 -1.83
H 1.15 1.66 -3.07
H -0.29 1.70 -4.12
H 3.73 6.18 -6.10
H 4.31 4.43 -6.02
H 3.06 3.93 -7.96
H 2.05 5.32 -7.80
H 3.72 5.54 -8.37
H 5.01 3.13 -3.56
H 3.94 4.43 -3.28
H 2.64 2.73 -1.66
H 3.92 1.65 -1.82
H 4.20 3.24 -1.10
C 2.06 -7.92 -5.60
C 1.47 -6.80 -4.75
O 1.81 -5.57 -5.35
P 0.97 -4.29 -4.82
O 0.36 -4.44 -3.49
O 2.00 -3.11 -5.03
C 1.85 -1.83 -4.39
C 1.51 -0.75 -5.41
O -0.05 -4.04 -6.05
C -1.13 -4.96 -6.29
C -1.68 -4.76 -7.69
H 1.86 -8.87 -5.10
H 1.60 -7.91 -6.59
H 3.14 -7.77 -5.69
H 0.40 -7.01 -4.71
H 1.92 -6.92 -3.76
H 1.17 -1.87 -3.55
H 2.83 -1.59 -3.99
H 2.22 -0.57 -6.21
H 0.56 -0.93 -5.93
H 1.16 0.20 -4.99
H -0.77 -5.99 -6.24
H -1.79 -4.83 -5.43
H -1.94 -3.72 -7.91
H -0.96 -4.88 -8.50
H -2.57 -5.37 -7.87
C 0.97 -3.58 8.19
C 0.24 -4.26 7.06
O -1.17 -3.94 7.05
P -1.65 -2.65 6.27
O -0.62 -1.88 5.57
O -2.50 -1.81 7.36
C -1.80 -1.20 8.45
C -2.83 -0.87 9.53
O -2.83 -3.14 5.28
C -2.42 -3.85 4.12
C -3.60 -4.15 3.18
H 1.16 -2.51 8.07
H 0.42 -3.60 9.13
H 1.97 -3.99 8.39
H 0.66 -4.11 6.07
H 0.33 -5.35 7.17
H -1.12 -1.94 8.87
H -1.28 -0.34 8.03
H -2.50 -0.13 10.26
H -3.80 -0.58 9.11
H -3.02 -1.76 10.15
H -1.61 -3.38 3.56
H -2.13 -4.84 4.48
H -4.37 -4.67 3.75
H -4.02 -3.27 2.69
H -3.21 -4.76 2.37

Properties
DFT total energy = -323476.6444 eV
HOMO energy = -5.6 eV
Spin multiplicity = 1
Frontier orbital gap = 8.14 eV
Net charge = -2
E_LUMO = 2.6 eV

Atomic partial charges in e from the Mulliken method, atoms 1 to 99: 0.4491 1.1127 -0.0444 0.9639 -0.6384 -0.5901 -0.2252 1.0123 -0.6732 -0.6250 -0.3102 -0.0325 0.8378 -0.4601 -0.6208 -0.3032 1.0292 -0.6727 -0.5305 -0.2956 0.8126 -0.5585 -0.2263 -0.0424 -0.0855 -0.0210 -0.0718 -0.1694 -0.4027 -0.2555 0.8637 -0.5432 -0.0453 -0.3682 0.8430 -0.3804 -0.6886 -0.2480 -0.8144 -0.3993 -0.3107 0.2877 -0.8374 -0.3310 0.2759 -1.4964 0.8484 -0.5396 -0.3373 0.2586 0.1110 0.4065 0.3238 0.3089 0.2654 0.2028 0.2376 0.3339 0.3630 0.4774 0.4134 -0.1228 0.5760 -0.4096 -1.1229 0.0680 0.2296 0.6586 -0.4682 -0.3676 -0.4825 -0.5665 -0.4578 0.6991 -1.2093 0.4984 0.3209 0.0268 0.4832 -0.1339 0.3025 0.3495 -0.0447 0.4504 0.2537 0.4028 -0.4898 0.4836 0.3257 -0.0070 -0.7552 -0.3817 -0.2588 0.7189 -0.8748 0.1637 0.0395 -0.6187 -0.4402